Record 1
H2N2O3S | ωB97M-V/def2-TZVPD

Energy relative to the best compared isomer or geometry (same formula, charge and spin)   282.0 kJ/mol
Highest occupied orbital energy (spin up / spin down)   -0.3052 / -0.3839 Eh

```
! RIJCOSX wB97M-V def2-TZVPD def2/J DEFGRID3
* xyz 0 3
N -0.156 -0.180 -0.188
N -0.824 -2.873 -1.700
O 1.237 -2.161 -1.218
O -1.096 -3.444 -0.730
O -1.264 -1.409 -1.790
S 0.377 -0.927 -1.538
H -0.911 -0.698 0.114
H -0.239 0.793 0.144
*
```

Okay, here come the natural (NBO) numbers, in e, for every atom: number 1, N, carries -1.080; number 2, N, carries 0.266; number 3, O, carries -0.848; number 4, O, carries -0.197; number 5, O, carries -0.535; number 6, S, carries 1.568; number 7, H, carries 0.392; number 8, H, carries 0.433



Record 2
C11H18 | ωB97M-V/def2-TZVPD

Energy relative to the best compared isomer or geometry (same formula, charge and spin)   479.4 kJ/mol
Highest occupied orbital energy   -0.3415 Eh

```
! RIJCOSX wB97M-V def2-TZVPD def2/J DEFGRID3
* xyz 0 1
C 0.000 -1.508 2.663
C -0.605 -0.443 1.778
C -0.221 0.934 2.102
C -0.998 1.838 1.114
C -0.883 3.379 1.416
C 0.782 -1.434 -1.238
C 1.640 -0.570 -1.836
C 1.372 -0.125 -3.183
C 0.525 -0.694 -3.963
C -0.106 -1.873 -3.518
C 0.060 -2.185 -2.229
H 1.209 -2.113 2.207
H 0.230 -1.081 3.845
H -0.852 -2.392 2.640
H -1.649 -0.582 1.746
H -0.459 -0.681 0.817
H -0.466 1.355 3.075
H 0.835 1.145 2.115
H -2.153 1.568 1.204
H -0.553 1.522 0.218
H 0.147 3.765 1.680
H -1.369 4.026 0.744
H -1.566 3.656 2.306
H 1.083 -1.891 -0.299
H 2.457 -0.249 -1.066
H 2.258 0.530 -3.438
H 0.238 -0.355 -4.905
H -0.726 -2.470 -4.212
H -0.231 -3.073 -1.783
*
```

natural (NBO) population analysis, charges in e, atoms 1 to 8: number 1, C, carries -0.581; number 2, C, carries -0.464; number 3, C, carries -0.399; number 4, C, carries -0.378; number 5, C, carries -0.622; number 6, C, carries -0.237; number 7, C, carries -0.182; number 8, C, carries -0.246



Record 3
C50H60ClHfN6O8P | ωB97M-V/def2-TZVPD

Energy relative to the best compared isomer or geometry (same formula, charge and spin)   283.8 kJ/mol
Highest occupied orbital energy   -0.4730 Eh

```
! RIJCOSX wB97M-V def2-TZVPD def2/J DEFGRID3
* xyz 2 1
Hf 0.693 -0.640 0.269
O -1.806 -4.055 1.490
C -2.809 -3.447 2.185
C -3.895 -4.186 2.645
C -4.868 -3.590 3.423
C -4.768 -2.246 3.777
C -3.692 -1.515 3.324
C -2.710 -2.088 2.504
C -1.606 -1.247 2.034
O -1.011 -1.563 0.911
N -1.208 -0.238 2.767
N -0.021 0.237 2.238
C 0.556 1.229 2.818
C 1.918 1.531 2.401
C 2.794 2.309 3.052
C 4.240 2.222 2.845
C 4.927 1.817 1.764
C 4.454 1.583 0.378
N 2.404 0.610 1.402
H -1.989 -5.004 1.439
H -3.961 -5.239 2.401
H -5.705 -4.182 3.767
H -5.523 -1.783 4.395
H -3.597 -0.469 3.579
H 0.079 1.736 3.654
H 2.438 2.929 3.866
H 4.829 2.482 3.715
H 6.002 1.746 1.879
H 5.196 1.280 -0.348
O 0.096 -6.381 0.454
C 0.701 -6.023 1.584
O 0.764 -6.746 2.536
C 1.248 -4.630 1.669
C 1.844 -4.103 2.814
Cl 2.288 -4.818 4.271
N 2.065 -2.789 2.618
N 1.655 -2.417 1.382
C 1.160 -3.527 0.823
C 0.684 -3.403 -0.585
O 0.313 -4.345 -1.241
O 0.754 -2.165 -1.036
C 2.689 -1.885 3.542
C 4.068 -1.739 3.509
C 4.671 -0.938 4.467
C 3.897 -0.310 5.435
C 2.518 -0.471 5.451
C 1.899 -1.269 4.498
H 0.186 -5.694 -0.248
H 4.649 -2.276 2.770
H 5.747 -0.827 4.473
H 4.375 0.291 6.195
H 1.925 0.001 6.221
H 0.830 -1.444 4.515
O 3.797 -2.264 -1.352
C 3.452 -2.573 -2.707
C 3.446 -1.342 -3.598
C 2.373 -0.327 -3.181
C 2.836 0.593 -2.095
C 3.497 1.832 -2.463
C 3.554 2.831 -1.565
C 3.426 2.593 -0.130
C 3.044 1.135 0.193
N 2.524 0.346 -0.866
H 4.753 -2.329 -1.260
H 2.458 -3.014 -2.675
H 4.128 -3.325 -3.122
H 3.236 -1.655 -4.622
H 4.436 -0.878 -3.628
H 1.478 -0.866 -2.864
H 2.103 0.287 -4.044
H 3.691 2.012 -3.510
H 3.752 3.845 -1.890
H 3.179 3.407 0.536
H 3.106 0.024 1.868
O -0.559 0.760 -0.728
P -1.651 1.366 -1.664
C -0.819 1.734 -3.235
C 0.404 2.671 -3.117
C 0.135 4.146 -3.408
C -0.593 4.329 -4.729
C -1.929 3.607 -4.680
C -1.749 2.113 -4.421
C -2.309 2.926 -0.993
C -3.614 2.911 -0.178
C -3.417 2.501 1.275
C -2.424 3.433 1.955
C -1.098 3.399 1.207
C -1.238 3.766 -0.264
C -3.021 0.241 -2.056
C -2.738 -0.804 -3.159
C -2.239 -2.111 -2.559
C -3.352 -2.785 -1.753
C -4.324 -1.756 -1.168
C -3.623 -0.450 -0.802
H -0.425 0.733 -3.457
H 1.141 2.325 -3.852
H 0.879 2.544 -2.142
H 1.088 4.679 -3.416
H -0.460 4.602 -2.614
H 0.015 3.922 -5.544
H -0.737 5.388 -4.944
H -2.478 3.728 -5.614
H -2.557 4.073 -3.912
H -1.292 1.676 -5.315
H -2.721 1.630 -4.336
H -2.535 3.427 -1.943
H -4.384 2.320 -0.669
H -3.986 3.942 -0.199
H -3.033 1.476 1.334
H -4.379 2.501 1.791
H -2.280 3.151 2.999
H -2.821 4.453 1.957
H -0.707 2.379 1.258
H -0.362 4.058 1.674
H -0.267 3.676 -0.750
H -1.530 4.816 -0.361
H -3.754 0.961 -2.444
H -2.063 -0.429 -3.927
H -3.687 -0.979 -3.673
H -1.382 -1.906 -1.905
H -1.862 -2.778 -3.334
H -2.910 -3.381 -0.957
H -3.908 -3.475 -2.393
H -4.817 -2.155 -0.280
H -5.125 -1.541 -1.881
H -2.836 -0.666 -0.084
H -4.323 0.217 -0.307
*
```

Mulliken population analysis, charges in e, atoms 1 to 8: number 1, Hf, carries 1.994; number 2, O, carries 0.211; number 3, C, carries 0.792; number 4, C, carries -1.004; number 5, C, carries -0.636; number 6, C, carries -1.002; number 7, C, carries -1.023; number 8, C, carries 0.128



Record 4
C39H103N5O15 | ωB97M-V/def2-TZVPD

Highest occupied orbital energy (spin up / spin down)   -0.3932 / -0.3932 Eh

```
! RIJCOSX wB97M-V def2-TZVPD def2/J DEFGRID3
* xyz 1 2
C 12.490 -21.036 37.635
O 11.408 -21.889 37.308
C 10.899 -22.731 38.433
C 9.696 -23.609 37.891
N 8.532 -22.742 37.987
C 7.285 -23.490 37.609
C 6.156 -22.377 37.679
O 6.122 -21.572 36.486
C 5.260 -20.494 36.498
H 12.007 -20.243 38.206
H 13.067 -20.641 36.798
H 13.193 -21.577 38.269
H 10.521 -22.003 39.150
H 11.740 -23.334 38.773
H 9.568 -24.513 38.487
H 9.999 -23.928 36.894
H 8.700 -22.068 37.255
H 7.035 -24.333 38.253
H 7.422 -23.872 36.598
H 6.266 -21.808 38.602
H 5.229 -22.940 37.791
H 5.319 -20.009 35.524
H 5.540 -19.700 37.191
H 4.232 -20.840 36.606
C 9.136 -20.068 35.415
O 9.753 -18.988 34.686
C 11.159 -19.179 34.416
C 11.384 -20.501 33.623
N 10.639 -20.474 32.373
C 10.937 -21.598 31.486
C 10.328 -22.871 32.032
O 8.930 -22.779 32.277
C 8.364 -23.853 33.004
H 9.514 -19.978 36.433
H 9.286 -21.013 34.893
H 8.096 -19.743 35.417
H 11.630 -19.244 35.397
H 11.563 -18.343 33.845
H 11.337 -21.408 34.225
H 12.460 -20.439 33.463
H 9.677 -20.691 32.591
H 12.007 -21.699 31.302
H 10.418 -21.366 30.556
H 10.772 -23.139 32.990
H 10.552 -23.661 31.315
H 8.715 -24.762 32.516
H 7.280 -23.825 32.893
H 8.586 -23.799 34.070
C 6.408 -20.641 32.532
O 5.377 -19.890 31.911
C 4.130 -20.521 32.229
C 3.056 -19.869 31.353
N 3.088 -18.392 31.392
C 2.432 -17.718 30.219
C 2.956 -16.262 30.049
O 4.386 -16.212 30.111
C 4.876 -14.861 30.132
H 6.558 -20.522 33.605
H 7.377 -20.369 32.114
H 6.269 -21.713 32.390
H 3.869 -20.425 33.283
H 4.153 -21.576 31.958
H 2.116 -20.322 31.667
H 3.192 -20.174 30.316
H 2.447 -18.256 32.160
H 1.373 -17.954 30.110
H 2.847 -18.214 29.341
H 2.527 -15.735 30.901
H 2.575 -15.827 29.124
H 5.659 -14.838 30.889
H 4.146 -14.084 30.357
H 5.347 -14.490 29.221
C 12.603 -21.919 28.075
O 13.096 -22.700 29.162
C 12.681 -24.079 29.124
C 13.570 -24.883 29.999
N 13.047 -24.800 31.332
C 13.893 -25.569 32.247
C 13.593 -25.297 33.715
O 13.847 -23.975 33.987
C 13.415 -23.559 35.275
H 12.858 -22.430 27.146
H 12.974 -20.894 28.083
H 11.516 -21.992 28.102
H 12.901 -24.392 28.104
H 11.653 -24.366 29.345
H 14.570 -24.461 29.893
H 13.607 -25.890 29.581
H 13.260 -23.846 31.589
H 14.943 -25.309 32.110
H 13.745 -26.639 32.098
H 14.206 -25.930 34.357
H 12.582 -25.571 34.014
H 14.122 -23.833 36.059
H 12.397 -23.843 35.542
H 13.212 -22.501 35.109
C 3.533 -21.571 27.364
C 4.799 -22.330 27.152
C 5.232 -21.906 25.698
C 6.603 -22.483 25.316
C 7.559 -21.803 26.307
C 7.270 -21.978 27.858
N 5.768 -21.858 28.097
O 5.315 -21.822 29.455
C 7.799 -23.318 28.295
C 8.076 -20.912 28.580
C 4.518 -23.870 27.210
H 3.076 -21.883 28.303
H 2.872 -21.784 26.524
H 3.545 -20.482 27.411
H 4.564 -22.407 24.998
H 5.142 -20.840 25.487
H 6.941 -22.268 24.302
H 6.694 -23.538 25.575
H 7.766 -20.743 26.157
H 8.561 -22.221 26.208
H 7.562 -23.505 29.342
H 7.453 -24.145 27.674
H 8.872 -23.511 28.299
H 7.679 -19.941 28.285
H 8.007 -21.123 29.647
H 9.121 -20.873 28.271
H 3.742 -24.058 26.468
H 4.022 -24.170 28.132
H 5.284 -24.563 26.861
H 5.437 -22.710 29.798
C 9.016 -16.174 34.580
O 9.759 -15.056 34.072
H 8.161 -15.787 35.134
H 8.659 -16.909 33.859
H 9.568 -16.701 35.359
H 10.060 -14.485 34.783
C 8.911 -26.900 35.018
O 10.259 -26.756 34.656
H 8.456 -27.867 34.803
H 8.965 -26.668 36.082
H 8.473 -26.087 34.439
H 10.250 -26.842 33.700
C 4.571 -23.963 34.434
O 5.096 -25.000 33.649
H 3.772 -23.334 34.044
H 4.195 -24.409 35.355
H 5.418 -23.314 34.654
H 5.403 -25.665 34.269
C 12.685 -18.121 30.755
O 11.303 -17.854 30.944
H 13.243 -18.246 31.682
H 12.770 -19.103 30.289
H 13.023 -17.299 30.124
H 11.003 -18.488 31.599
C 5.788 -25.652 30.422
O 5.496 -24.330 30.894
H 5.872 -25.705 29.336
H 6.734 -26.061 30.778
H 5.041 -26.333 30.830
H 5.309 -24.385 31.834
C 10.089 -26.715 30.928
O 11.026 -26.647 32.021
H 10.640 -26.555 30.001
H 9.584 -27.678 31.003
H 9.258 -26.009 30.928
H 11.605 -25.901 31.848
*
```

Mulliken population analysis, charges in e, atoms 1 to 8: number 1, C, carries -1.188; number 2, O, carries 0.318; number 3, C, carries -1.080; number 4, C, carries -0.142; number 5, N, carries -0.449; number 6, C, carries -0.089; number 7, C, carries -1.095; number 8, O, carries 0.254